# 1
Below is a cluster of 8 separate species, C38H55ClN7O3P in total, with properties calculated with ωB97M-V with the def2-TZVPD basis set.

## Properties
HOMO level (eV): -7.87
Gap between HOMO and LUMO (Eh): 0.2910
Structure (SMILES): CC(C)C[C@H](C)COP(Cl)CCC(=O)O.c1cc[nH]c1.c1cc[nH]c1.c1cc[nH]c1.c1cc[nH]c1.c1cc[nH]c1.c1cc[nH]c1.c1cc[nH]c1
Total charge: 0

Structure (XYZ):
```
105
Properties=species:S:1:pos:R:3:lowdin_charge:R:1
C -3.5364 -0.7104 2.7146 -0.06
C -3.2368 -0.0522 1.3159 -0.40
C -1.9275 -0.5630 0.6714 -0.07
C -3.2954 1.5149 1.3713 -0.15
C -4.4924 2.0154 0.5345 -0.38
C -4.4166 3.5407 0.2270 -0.04
C -5.7865 1.7026 1.2804 -0.26
O -6.9858 1.8550 0.5194 -0.41
P -7.0898 0.8571 -0.7971 0.63
Cl -8.3684 1.9500 -2.0355 0.22
C -8.2234 -0.4734 -0.1894 -0.38
C -9.4698 -0.0440 0.6124 -0.15
C -9.1761 0.5537 1.9718 -0.52
O -9.4828 1.6687 2.2415 0.14
O -8.5976 -0.2281 2.9515 0.07
H -4.5839 -1.0103 2.7233 0.06
H -3.3231 -0.0183 3.5264 0.07
H -2.9379 -1.6177 2.8021 0.07
H -4.0505 -0.4012 0.6749 0.11
H -1.0775 0.0205 1.0313 0.06
H -1.9581 -0.4520 -0.4137 0.08
H -1.7773 -1.6236 0.8735 0.07
H -2.3629 1.8652 0.9256 0.11
H -3.3593 1.8815 2.3989 0.11
H -4.4133 1.4936 -0.4170 0.10
H -4.4408 3.6867 -0.8540 0.08
H -5.2878 4.0419 0.6447 0.08
H -3.4805 3.9753 0.5724 0.07
H -5.8686 2.4101 2.1077 0.14
H -5.7411 0.7086 1.7456 0.10
H -7.6176 -1.1721 0.3923 0.07
H -8.5728 -0.9793 -1.0912 0.07
H -10.0639 -0.9482 0.7931 0.13
H -10.1200 0.6496 0.0893 0.11
H -7.7284 -0.5308 2.6676 0.09
C 1.5675 0.5035 5.0195 -0.11
C 1.4867 1.9147 4.8941 -0.11
C 0.3710 2.1947 4.1518 -0.14
N -0.2266 1.0082 3.8188 0.01
C 0.4965 -0.0264 4.3512 -0.16
H 2.3236 -0.0585 5.5415 0.09
H 2.1689 2.6414 5.3020 0.09
H -0.0476 3.1333 3.8311 0.11
H -1.0611 0.9024 3.2715 0.11
H 0.1873 -1.0478 4.2063 0.11
C 2.8275 -0.4688 -0.1759 -0.12
C 2.0270 -0.9843 0.8777 -0.10
C 1.7369 -2.2865 0.5689 -0.14
N 2.3279 -2.5757 -0.6313 0.01
C 2.9980 -1.4742 -1.0900 -0.14
H 3.2332 0.5263 -0.2532 0.10
H 1.7022 -0.4592 1.7622 0.08
H 1.1639 -3.0295 1.0968 0.11
H 2.2771 -3.4597 -1.1007 0.14
H 3.5352 -1.4990 -2.0224 0.09
C 3.9285 -0.5092 -6.2267 -0.10
C 3.2469 -1.5381 -6.9289 -0.11
C 3.1411 -2.6093 -6.0818 -0.15
N 3.7357 -2.2672 -4.8972 0.00
C 4.2151 -0.9870 -4.9762 -0.14
H 4.1788 0.4703 -6.5974 0.09
H 2.8759 -1.4946 -7.9392 0.08
H 2.6964 -3.5805 -6.2177 0.10
H 3.8092 -2.8637 -4.0955 0.13
H 4.7168 -0.5289 -4.1403 0.10
C -10.3417 2.9160 6.8005 -0.12
C -9.0293 3.1480 7.2874 -0.12
C -8.1679 2.4599 6.4739 -0.15
N -8.9066 1.8223 5.5151 0.01
C -10.2308 2.0967 5.7075 -0.14
H -11.2611 3.3058 7.2042 0.09
H -8.7492 3.7492 8.1363 0.09
H -7.0950 2.3700 6.4960 0.10
H -8.5489 1.2477 4.7728 0.11
H -10.9790 1.6875 5.0509 0.11
C 8.4216 -0.5616 -0.9813 -0.11
C 7.0584 -0.8977 -1.1978 -0.11
C 6.3910 -0.6861 -0.0192 -0.13
N 7.2996 -0.2388 0.8990 0.01
C 8.5375 -0.1562 0.3219 -0.14
H 9.2233 -0.6117 -1.6993 0.09
H 6.6189 -1.2547 -2.1148 0.08
H 5.3559 -0.8165 0.2424 0.08
H 7.0894 -0.0072 1.8516 0.15
H 9.3900 0.1802 0.8872 0.08
C 1.7181 -3.9846 -11.7801 -0.11
C 2.1136 -3.1693 -10.6863 -0.11
C 2.4656 -4.0051 -9.6599 -0.14
N 2.2953 -5.2923 -10.0918 0.00
C 1.8427 -5.2893 -11.3831 -0.14
H 1.3818 -3.6512 -12.7475 0.09
H 2.1376 -2.0927 -10.6573 0.09
H 2.8211 -3.7960 -8.6661 0.08
H 2.4747 -6.1129 -9.5453 0.14
H 1.6498 -6.2106 -11.9053 0.10
C 13.2756 1.8677 3.1182 -0.11
C 12.0077 2.1243 3.7039 -0.11
C 11.0717 2.0298 2.7086 -0.15
N 11.7264 1.7297 1.5443 0.00
C 13.0688 1.6260 1.7861 -0.14
H 14.2297 1.8611 3.6176 0.09
H 11.8060 2.3518 4.7371 0.09
H 10.0019 2.1509 2.7277 0.10
H 11.2894 1.6059 0.6500 0.13
H 13.7579 1.3910 0.9933 0.10
```



# 2
Below is a structure of composition C4H9Cl3NOPS, with properties calculated with ωB97M-V with the def2-TZVPD basis set.

## Properties
HOMO level (eV): -9.16
Gap between HOMO and LUMO (Eh): 0.3180
Total charge: 0
ΔE to the lowest compared entry with this formula, charge and spin (eV): 0.000

Structure (XYZ):
```
20
Properties=species:S:1:pos:R:3:lowdin_charge:R:1
C -2.9371 -0.0935 1.1312 -0.13
C -2.0562 -0.5147 0.0112 -0.26
C -0.9160 0.4941 -0.2756 -0.28
C 0.1333 0.0794 -1.1998 -0.37
N 2.8532 -0.0914 -1.2988 -0.52
O 1.7678 1.7465 -0.0080 -0.62
P 3.3999 -0.4029 0.1476 -0.37
S 1.6551 1.1656 -1.3357 0.83
Cl 4.6967 -1.8439 -0.1042 0.36
Cl 4.4018 1.1282 1.1805 0.27
Cl 2.0920 -1.1979 1.5367 0.28
H -2.4817 -0.0920 2.1935 0.11
H -3.1537 0.9482 1.0233 0.07
H -3.7508 -0.7566 1.2321 0.05
H -1.7782 -1.5640 -0.0492 0.11
H -2.6834 -0.4438 -0.9009 0.12
H -1.2193 1.5057 -0.5509 0.13
H -0.4093 0.6613 0.6369 0.08
H 0.3776 -0.9756 -1.1007 0.08
H 0.0082 0.2475 -2.2694 0.06
```



# 3
Below is a structure of composition C35H39N2O4P3Pd, with properties calculated with ωB97M-V with the def2-TZVPD basis set.

## Properties
HOMO level (alpha / beta) (eV): -13.08 / -13.89
Gap between HOMO and LUMO (alpha / beta) (Eh): 0.3181 / 0.2670
Total charge: +2
ΔE to the lowest compared entry with this formula, charge and spin (eV): 0.020
Multiplicity: 3

Structure (XYZ):
```
84
Properties=species:S:1:pos:R:3:lowdin_spin:R:1
Pd 1.3291 -0.1943 0.2372 1.42
O 0.1123 -1.6976 -0.7651 0.10
P -1.3828 -1.6316 -1.0532 0.01
C -2.2036 -0.5552 0.1647 0.00
P -1.7137 1.1940 0.0367 0.00
O -0.2391 1.2998 -0.3181 0.04
C -2.7495 1.9315 -1.2156 0.00
C -2.1538 2.6114 -2.2723 0.00
C -2.9480 3.1927 -3.2508 0.00
C -4.3285 3.0896 -3.1764 0.00
C -4.9271 2.4035 -2.1250 0.00
C -4.1407 1.8266 -1.1439 0.00
C -2.0885 1.9274 1.6221 0.00
C -2.8187 3.1098 1.7286 0.00
C -3.0375 3.6770 2.9761 0.00
C -2.5274 3.0721 4.1145 0.00
C -1.7868 1.8992 4.0138 0.00
C -1.5673 1.3285 2.7729 0.00
C -2.1688 -3.2270 -0.9528 0.00
C -2.9203 -3.6311 0.1485 0.00
C -3.4700 -4.9042 0.1800 0.00
C -3.2666 -5.7717 -0.8828 0.00
C -2.5161 -5.3736 -1.9831 0.00
C -1.9699 -4.1036 -2.0229 0.00
C -1.6913 -0.9633 -2.6790 0.00
C -2.9940 -0.9169 -3.1779 0.00
C -3.2297 -0.3839 -4.4325 0.00
C -2.1663 0.0861 -5.1959 0.00
C -0.8700 0.0313 -4.7059 0.00
C -0.6297 -0.4885 -3.4421 0.00
H -1.9560 -0.9250 1.1630 0.00
H -3.2890 -0.6117 0.0443 0.00
H -1.0752 2.6774 -2.3271 0.00
H -2.4876 3.7255 -4.0721 0.00
H -4.9452 3.5458 -3.9396 0.00
H -6.0046 2.3270 -2.0692 0.00
H -4.6160 1.3067 -0.3185 0.00
H -3.2125 3.5933 0.8449 0.00
H -3.6087 4.5919 3.0567 0.00
H -2.7072 3.5133 5.0859 0.00
H -1.3897 1.4278 4.9029 0.00
H -0.9793 0.4196 2.7088 0.00
H -3.0864 -2.9646 0.9854 0.00
H -4.0585 -5.2163 1.0319 0.00
H -3.6992 -6.7630 -0.8577 0.00
H -2.3659 -6.0523 -2.8116 0.00
H -1.3990 -3.7882 -2.8888 0.00
H -3.8219 -1.3093 -2.5969 0.00
H -4.2375 -0.3465 -4.8235 0.00
H -2.3519 0.4885 -6.1832 0.00
H -0.0466 0.3857 -5.3116 0.00
H 0.3778 -0.5426 -3.0498 0.00
C 3.5709 2.7829 4.0303 0.00
O 2.7261 1.6453 3.7603 0.00
C 2.3995 1.3292 2.5327 0.01
O 1.6958 0.3306 2.3411 0.09
N 2.8588 2.0934 1.5134 0.00
N 2.5174 1.7245 0.2054 0.09
H 3.6948 2.7978 5.1066 0.00
H 3.0816 3.7026 3.7091 0.00
H 4.5438 2.6535 3.5546 0.00
H 3.4056 2.9258 1.6588 0.00
H 3.3668 1.6489 -0.3474 0.00
H 1.8708 2.3965 -0.2033 0.00
C 3.5791 -2.7384 -0.9312 0.03
P 3.1192 -1.7518 0.5142 0.12
C 2.7411 -2.9423 1.8194 0.02
C 4.5815 -0.8264 1.0341 0.01
C 5.2802 -0.0688 0.0896 0.01
C 6.3242 0.7544 0.4821 0.00
C 6.6799 0.8331 1.8245 0.01
C 5.9945 0.0800 2.7666 0.00
C 4.9465 -0.7450 2.3764 0.01
H 4.3712 -3.4421 -0.6737 0.01
H 3.9166 -2.0971 -1.7438 0.00
H 2.6958 -3.2802 -1.2696 0.00
H 3.6097 -3.5587 2.0547 0.00
H 1.9331 -3.5835 1.4660 0.00
H 2.4007 -2.4228 2.7140 0.00
H 5.0262 -0.1348 -0.9635 0.00
H 6.8744 1.3203 -0.2583 0.00
H 7.5049 1.4635 2.1287 0.00
H 6.2870 0.1170 3.8082 0.00
H 4.4267 -1.3284 3.1259 0.00
```



> Number 2 is which compound?

C4H9Cl3NOPS



> total charge of number 1 (C38H55ClN7O3P)?

0



> The highest total charge belongs to which entry?

C35H39N2O4P3Pd